{"formula": "C24H34N3", "method": "wB97M-V/def2-TZVPD", "total_charge": 1, "e_lumo_ev": -4.02, "largest_force_ha_per_bohr": 0.09447, "de_lowest_kj_mol": 223.8, "homo_lumo_gap_ha": 0.2302, "molar_mass_g_mol": 364.6, "species": ["C", "C", "N", "C", "C", "C", "C", "C", "H", "H", "H", "H", "H", "H", "H", "H", "H", "H", "H", "H", "H", "C", "N", "C", "C", "C", "C", "C", "C", "C", "C", "C", "C", "N", "C", "C", "C", "C", "C", "C", "H", "H", "H", "H", "H", "H", "H", "H", "H", "H", "H", "H", "H", "H", "H", "H", "H", "H", "H", "H", "H"], "coordinates": [[-3.766, -2.639, -0.020], [-2.255, -2.578, -0.025], [-1.739, -1.138, -0.018], [-2.278, -0.435, 1.196], [-3.806, -0.506, 1.242], [-4.346, -1.230, -0.003], [-3.821, -0.486, -1.240], [-2.297, -0.418, -1.204], [-4.087, -3.190, -0.903], [-4.082, -3.215, 0.850], [-1.814, -3.069, 0.849], [-1.825, -3.057, -0.911], [-1.830, -0.881, 2.090], [-1.934, 0.609, 1.169], [-4.119, -1.025, 2.157], [-4.206, 0.515, 1.276], [-5.438, -1.269, 0.002], [-4.138, -1.002, -2.156], [-4.217, 0.535, -1.268], [-1.935, 0.619, -1.189], [-1.896, -0.862, -2.113], [1.054, 1.460, -5.968], [2.089, 0.969, -5.058], [3.471, 1.098, -5.483], [1.790, 0.450, -3.829], [0.660, -0.402, -3.693], [0.386, -0.945, -2.469], [0.923, -0.349, -1.283], [0.335, -0.645, -0.031], [0.761, -0.145, 1.249], [0.835, -1.072, 2.331], [1.177, -0.657, 3.592], [1.509, 0.703, 3.831], [1.884, 1.071, 5.126], [3.272, 0.930, 5.541], [1.042, 1.868, 6.012], [1.451, 1.635, 2.763], [1.130, 1.208, 1.486], [2.117, 0.436, -1.423], [2.571, 0.784, -2.678], [0.094, 0.966, -5.779], [0.908, 2.552, -5.866], [1.369, 1.264, -7.000], [4.025, 0.220, -5.127], [3.502, 1.135, -6.576], [3.937, 2.002, -5.072], [0.049, -0.632, -4.574], [-0.302, -1.788, -2.412], [-0.218, -1.599, 0.004], [0.604, -2.122, 2.157], [1.168, -1.345, 4.437], [3.658, -0.007, 5.123], [3.877, 1.767, 5.164], [3.328, 0.915, 6.635], [-0.007, 1.550, 5.949], [1.394, 1.724, 7.042], [1.098, 2.943, 5.783], [1.681, 2.686, 2.970], [1.102, 1.918, 0.658], [2.648, 0.770, -0.528], [3.456, 1.406, -2.786]], "mulliken_charge": [-1.030, -0.589, 0.027, -0.784, -1.026, 0.256, -1.146, -0.510, 0.366, 0.368, 0.436, 0.355, 0.389, 0.423, 0.385, 0.384, 0.383, 0.439, 0.348, 0.472, 0.083, -0.860, 0.105, -1.042, 0.694, -0.616, -0.833, 0.678, -0.384, 0.620, -0.482, -0.253, -0.354, 0.201, -0.898, -0.924, -0.527, -0.638, -0.916, -0.596, 0.311, 0.296, 0.293, 0.354, 0.347, 0.316, 0.403, 0.957, -0.101, 0.432, 0.480, 0.298, 0.284, 0.310, 0.282, 0.328, 0.307, 0.450, 0.645, 0.644, 0.357]}